# 1
88
Properties=species:S:1:pos:R:3:forces:R:3 method="wB97M-V/def2-TZVPD" relative_energy_kj_mol=53.0 multiplicity=2 lumo_ha="-0.23727 / -0.27279" charge=+2
C 0.19737 2.27371 2.18506 0.15 -0.10 1.06
N 0.85418 1.06804 1.93878 0.19 0.58 0.70
C 1.59634 0.51880 2.92948 0.04 0.10 -1.27
C 1.70689 1.09334 4.18573 -0.24 0.00 0.27
C 0.93529 2.21106 4.51347 -0.13 -0.19 0.07
C 0.13731 2.76547 3.52357 0.23 0.77 -0.14
La 0.84818 -0.32800 -0.20022 -0.80 -2.16 1.22
C 0.80859 -0.24202 -2.73999 0.99 0.76 -7.28
O 1.00254 -0.13279 -3.88538 -0.89 -0.52 5.26
C 2.54222 -0.64435 2.57825 -0.06 -0.87 0.38
N 2.03223 -1.72996 1.62813 0.58 -0.37 1.02
C 1.32439 -2.78590 2.44981 0.30 -0.12 0.25
C 0.19867 -2.30922 3.34379 0.14 0.20 -0.21
C -0.33129 3.04272 1.12471 -0.09 -0.60 1.53
P -0.41415 2.32617 -0.47069 -0.68 0.65 -0.63
C 0.38767 3.73068 -1.40623 -0.37 -0.04 -0.14
C -0.60396 4.90203 -1.47589 -0.09 0.53 -0.36
C -2.31226 2.01694 -0.65527 -0.09 0.37 0.10
C -2.57145 1.60029 -2.11103 0.03 -0.12 0.09
C -2.58517 0.88062 0.35905 0.32 -0.36 -0.19
C -3.25852 3.17030 -0.25636 -0.03 0.32 -0.26
C 1.66022 4.21399 -0.66621 -0.13 -0.21 -0.09
C 0.78845 3.17873 -2.78448 0.07 0.60 0.05
C 3.19053 -2.56317 1.06490 -0.23 0.87 0.29
C 4.17678 -1.66139 0.36772 -0.07 -0.05 -0.49
H 2.37147 0.62636 4.89820 -0.03 0.10 0.15
H 0.97560 2.61939 5.53561 -0.10 -0.15 -0.67
H -0.44831 3.68378 3.71174 0.38 -0.69 -0.07
H -0.72104 4.04480 1.33987 0.13 -0.49 -0.01
H -3.61698 0.50502 0.20173 0.59 0.35 0.20
H -1.91141 0.00028 0.24034 -0.52 0.47 -0.04
H -2.46362 1.21916 1.39637 -0.23 0.12 -0.21
H -4.29107 2.77479 -0.20737 0.48 0.07 -0.05
H -3.03606 3.58392 0.73345 0.03 -0.11 -0.12
H -3.27882 4.00281 -0.97647 0.11 -0.35 0.21
H -3.64078 1.40174 -2.26377 0.20 0.03 0.09
H -2.27954 2.39584 -2.80743 -0.09 -0.13 0.11
H -2.04447 0.67250 -2.37169 -0.07 0.22 -0.02
H -0.11315 5.79439 -1.90345 -0.12 -0.35 0.09
H -1.47676 4.68349 -2.10719 0.30 -0.04 0.14
H -0.98633 5.21179 -0.48820 0.23 -0.22 -0.32
H 1.45346 4.56293 0.35370 0.07 0.00 -0.31
H 2.44472 3.43635 -0.59417 -0.25 0.26 -0.05
H 2.08191 5.05028 -1.24583 -0.05 -0.27 0.22
H -0.06056 2.77901 -3.34460 0.06 0.13 0.00
H 1.24480 4.00235 -3.34897 -0.11 -0.27 -0.14
H 1.53925 2.38306 -2.68997 -0.08 0.17 0.03
H 3.48545 -0.19577 2.19945 -0.71 -0.29 0.17
H 2.76999 -1.16624 3.53117 0.21 0.40 -0.42
H 0.97998 -3.55276 1.75036 0.13 0.28 0.30
H 2.14208 -3.22821 3.06804 -0.77 0.08 -0.13
H 2.77445 -3.31306 0.37803 -0.11 0.29 0.24
H 3.63619 -3.11496 1.90182 0.13 0.13 -0.23
H 4.86286 -2.24397 -0.25394 0.06 0.11 0.25
H 3.61560 -0.99597 -0.31808 0.73 -0.42 0.47
H 4.73798 -1.05664 1.09534 0.02 -0.20 -0.57
H -0.37987 -3.17841 3.68662 0.27 0.36 0.08
H 0.62817 -1.75049 4.17916 -0.38 -0.15 0.19
H -0.48991 -1.64549 2.81234 -0.08 -0.07 -0.03
C 4.22462 1.08599 -1.99946 -0.33 0.06 -0.26
H 5.16822 0.70895 -1.56948 -0.50 0.24 -0.17
H 4.30447 2.18661 -2.23117 -0.25 -1.22 0.38
H 3.95932 0.51320 -2.91101 0.39 0.51 0.46
O 3.12562 0.78203 -1.04537 -0.51 1.43 -0.06
H 2.77359 1.60899 -0.64244 0.82 -0.28 -0.52
C -4.04662 -1.91941 -3.47617 0.01 -0.21 -0.78
C -4.37319 -1.83740 -2.12251 -0.07 0.03 0.27
C -3.36770 -1.73208 -1.16502 0.06 0.02 -0.10
C -2.01797 -1.79815 -1.56087 -0.82 0.19 -0.38
C -1.69889 -1.89630 -2.91813 -0.37 0.04 -0.17
C -2.70966 -1.92071 -3.89732 0.09 -0.15 1.09
N -0.99945 -1.84563 -0.58922 1.58 0.89 -0.15
C -0.95048 -3.12567 -0.00840 0.43 -0.96 0.39
C -1.99668 -3.55623 0.82422 0.38 -0.49 0.18
C -1.98418 -4.85218 1.34186 0.18 0.09 -0.05
C -0.89583 -5.70483 1.10755 0.11 0.23 -0.47
C 0.15445 -5.28512 0.28030 -0.04 0.19 -0.40
C 0.11960 -4.00658 -0.30459 -0.81 0.20 0.40
H -4.84153 -2.05009 -4.22825 0.44 0.20 0.49
H -5.42169 -1.88865 -1.80010 0.48 0.14 -0.24
H -3.59176 -1.61226 -0.08987 -0.06 -0.19 -1.01
H -0.64002 -2.01692 -3.17642 -0.58 -0.13 -0.06
H -2.42566 -2.03169 -4.93512 -0.21 0.06 -0.05
H -2.81287 -2.86724 1.04850 0.34 -0.48 0.02
H -2.84151 -5.21113 1.91280 0.31 0.12 -0.01
H -0.89106 -6.71512 1.50807 -0.02 0.20 -0.03
H 0.97442 -5.96543 0.01456 -0.39 0.26 0.28
H 0.88607 -3.63507 -0.99987 -0.25 -0.42 0.17

---

# 2
84
Properties=species:S:1:pos:R:3:forces:R:3 method="wB97M-V/def2-TZVPD" multiplicity=1 lumo_ha=-0.16216 charge=+1
C 4.31887 1.17949 5.29867 -0.16 0.11 0.02
C 3.03729 1.36652 4.48255 0.17 -0.16 0.14
C 2.97119 0.29309 3.39676 -0.23 0.06 0.30
C 1.73234 0.38384 2.50389 0.04 0.15 -0.92
P 0.08142 0.70883 3.20507 0.20 0.32 1.44
C -0.91446 1.69655 1.99627 0.09 -0.12 -0.24
C -1.44784 2.99558 2.64110 0.03 0.16 0.01
C -1.71456 2.88321 4.14370 0.03 0.23 0.31
C -2.21484 4.18637 4.77817 -0.02 -0.17 -0.10
C -0.80910 -0.88140 3.22365 -0.03 -0.16 0.02
C -1.71590 -0.93412 4.46550 -0.10 -0.49 0.28
C -2.05595 -2.37558 4.88055 -0.04 0.42 -0.13
C -2.80632 -3.10729 3.77291 0.03 -0.05 0.10
H 4.44901 1.99295 6.01969 0.06 -0.19 -0.07
H 4.27693 0.22667 5.84219 0.08 0.22 -0.05
H 5.19411 1.15124 4.63599 -0.12 0.05 0.19
H 2.15113 1.31512 5.12971 0.23 -0.03 -0.14
H 3.01969 2.36673 4.02403 0.00 -0.17 0.02
H 3.84969 0.43574 2.74693 -0.14 -0.20 0.09
H 3.07940 -0.70398 3.84077 -0.10 0.13 0.04
H 1.90370 1.29547 1.91312 -0.14 -0.45 0.16
H 1.65882 -0.50320 1.85493 0.36 0.32 -0.23
H -0.30507 1.93401 1.11546 -0.30 0.07 0.08
H -1.75612 1.06999 1.65494 0.25 0.17 0.10
H -0.72395 3.80479 2.46478 -0.13 -0.11 0.10
H -2.37483 3.29274 2.13072 0.20 0.00 0.06
H -2.43926 2.07826 4.33993 0.10 0.11 -0.12
H -0.78689 2.57601 4.65307 -0.46 0.16 -0.17
H -2.58760 3.97975 5.78661 0.07 0.16 -0.12
H -1.40257 4.91912 4.85792 -0.18 -0.09 -0.06
H -3.03085 4.63437 4.19915 0.10 -0.04 0.10
H -1.40440 -0.97645 2.30714 0.09 -0.24 0.08
H -0.07145 -1.69785 3.24239 -0.15 0.10 0.08
H -1.23955 -0.42598 5.31867 -0.04 -0.07 -0.36
H -2.65280 -0.39584 4.25911 0.18 -0.02 0.05
H -1.12171 -2.89926 5.11574 -0.11 0.00 0.03
H -2.64953 -2.34378 5.80280 0.06 -0.08 -0.18
H -3.19281 -4.06201 4.13258 -0.01 0.00 -0.14
H -3.64771 -2.49995 3.41919 0.05 -0.13 0.04
H -2.14415 -3.29732 2.92044 -0.14 -0.03 0.08
C -1.66937 -3.42141 -1.50508 0.09 -0.26 0.45
C -1.88341 -2.28266 -2.41944 -0.39 1.00 -0.64
N -2.64600 -2.39618 -3.54496 0.13 -0.11 0.55
C -3.29488 -3.61836 -4.00576 -0.01 -0.26 0.09
C -2.59634 -1.21720 -4.29427 1.15 -0.02 -0.02
C -1.75838 -0.31291 -3.60212 0.11 -0.76 -0.55
C -1.38226 0.87171 -4.22507 -0.44 0.28 -0.54
C -1.73683 1.07625 -5.56577 0.06 -0.11 0.55
C -2.47273 0.10899 -6.27605 -0.12 -0.21 0.61
C -2.92909 -1.04907 -5.63627 -0.08 0.60 -0.17
C -1.27795 -0.99410 -2.40525 -0.52 -0.47 -0.18
C -0.19617 -0.53896 -1.59642 0.72 -0.36 -0.79
C 0.98281 -0.08415 -2.22180 -0.38 -0.03 0.10
C 1.94049 0.81735 -1.68582 1.24 0.02 -1.04
C 1.96062 1.38911 -0.34054 -0.45 -0.04 0.19
N 2.91156 1.06348 -2.60116 -0.76 -0.19 1.18
C 4.10650 1.84442 -2.31352 0.10 0.12 0.19
C 2.66930 0.32559 -3.76397 -0.68 -0.40 -0.40
C 1.48909 -0.42921 -3.55400 0.40 0.48 -0.51
C 1.06771 -1.28383 -4.56648 -0.10 0.11 -0.30
C 1.72093 -1.26017 -5.80455 0.08 -0.07 0.33
C 2.85851 -0.46296 -6.00679 -0.02 0.15 0.38
C 3.36221 0.33763 -4.96975 -0.20 -0.17 -0.05
H -0.80231 -3.19166 -0.87666 -0.17 -0.26 -0.07
H -2.53568 -3.56882 -0.83738 0.23 -0.01 -0.29
H -1.48293 -4.36253 -2.05309 -0.05 0.42 0.30
H -3.72446 -3.45263 -4.99771 0.19 -0.05 0.32
H -2.57431 -4.44556 -4.05834 -0.13 0.27 -0.09
H -4.09937 -3.92301 -3.33314 0.05 0.14 -0.01
H -0.83892 1.61061 -3.64791 0.21 0.03 -0.29
H -1.41779 1.98605 -6.07447 -0.10 -0.24 0.16
H -2.69206 0.27473 -7.32503 -0.03 -0.06 0.12
H -3.50910 -1.79915 -6.16601 0.11 0.23 -0.03
H -0.23137 -0.64890 -0.51287 0.00 0.14 -0.04
H 1.06769 0.97367 0.13076 0.37 0.29 0.19
H 2.84579 1.06732 0.23174 -0.24 0.17 -0.39
H 1.88055 2.48773 -0.31006 0.11 -0.32 -0.11
H 4.67749 1.99105 -3.23019 -0.11 -0.02 0.17
H 3.82595 2.81808 -1.90349 0.02 -0.09 -0.15
H 4.73408 1.33383 -1.56736 -0.18 0.06 -0.32
H 0.21668 -1.93571 -4.38913 0.04 0.17 -0.27
H 1.32583 -1.86399 -6.62535 0.25 0.14 0.32
H 3.36094 -0.47884 -6.97387 -0.15 0.08 0.27
H 4.23363 0.98188 -5.09240 -0.19 -0.34 -0.14